# 1
{"formula": "H14O7", "method": "the ωB97M-V functional and the def2-TZVPD basis", "lumo_energy_ev": 0.20, "e_above_lowest_ev": 2.625, "gap_ev": 10.628, "smiles": "O.O.O.O.O.O.O", "max_force_ev_per_a": 1.18, "elements": ["O", "H", "H", "O", "H", "H", "O", "H", "H", "O", "H", "H", "O", "H", "H", "O", "H", "H", "O", "H", "H"], "positions_angstrom": [[-0.65284, -0.16260, -0.44633], [-1.01629, 0.59880, 0.01968], [0.23538, 0.11685, -0.69522], [-1.23533, -2.32555, 0.62083], [-1.30151, -3.21702, 0.98126], [-2.02517, -1.88087, 0.94854], [4.30993, -1.97578, -1.71797], [3.72993, -2.33384, -2.39942], [3.70619, -1.57032, -1.08545], [0.14569, -1.12010, 4.17148], [0.99351, -1.29990, 4.59323], [0.07706, -0.15877, 4.18335], [3.79398, 1.91075, -1.55823], [3.06440, 2.51688, -1.38701], [3.70310, 1.69241, -2.49261], [-2.91446, -0.71189, -1.52766], [-2.61360, -1.31382, -2.21771], [-2.23428, -0.02962, -1.49869], [-2.90982, 3.71203, 0.31537], [-3.05974, 3.86533, 1.25506], [-3.79615, 3.68704, -0.06250]], "atomic_forces_ev_per_a": [[0.61, 0.98, -0.22], [0.09, 0.07, 0.17], [0.03, -0.02, 0.09], [-0.09, -0.80, 0.35], [-0.02, 0.04, 0.07], [0.07, 0.05, -0.23], [-0.21, 0.01, -0.07], [0.10, -0.02, 0.06], [0.12, 0.02, 0.00], [0.11, 0.15, 0.12], [-0.08, -0.04, -0.05], [-0.03, -0.11, -0.04], [-0.24, 0.02, -0.08], [0.11, 0.00, 0.03], [0.11, -0.04, 0.07], [-0.80, 0.09, -0.50], [0.00, 0.02, 0.23], [0.10, -0.38, 0.02], [-0.11, -0.02, 0.12], [0.05, 0.00, -0.08], [0.09, -0.03, -0.04]], "mulliken_charge": [-0.610, 0.341, 0.239, -0.556, 0.270, 0.299, -0.636, 0.315, 0.320, -0.621, 0.314, 0.310, -0.635, 0.314, 0.323, -0.622, 0.296, 0.334, -0.640, 0.319, 0.324]}

---

# 2
{"formula": "H4OP2S", "method": "the ωB97M-V functional and the def2-TZVPD basis", "lumo_energy_ev": -1.48, "e_above_lowest_ev": 1.401, "gap_ev": 7.418, "smiles": "P=S.OP", "max_force_ev_per_a": 0.63, "elements": ["P", "S", "H", "O", "P", "H", "H", "H"], "positions_angstrom": [[0.36088, 2.07267, -3.17652], [0.64329, 0.27580, -3.83453], [0.93508, 1.96962, -1.87427], [-0.26000, -0.94555, -0.29856], [-0.28822, -1.22195, 1.32798], [-0.20468, -1.73600, -0.83752], [-1.41180, -0.42005, 1.59552], [0.58172, -0.17454, 1.66249]], "atomic_forces_ev_per_a": [[0.07, -0.59, -0.22], [-0.10, 0.51, 0.13], [0.02, 0.03, 0.10], [-0.01, 0.18, -0.41], [-0.05, -0.19, -0.17], [0.05, -0.17, 0.11], [-0.23, 0.06, 0.23], [0.24, 0.16, 0.23]], "mulliken_charge": [0.122, -0.198, 0.074, -0.450, 0.082, 0.330, 0.022, 0.018]}

---

# 3
{"formula": "C42H84O42", "method": "the ωB97M-V functional and the def2-TZVPD basis", "lumo_energy_ev": 0.44, "e_above_lowest_ev": 3.246, "gap_ev": 10.766, "max_force_ev_per_a": 2.21, "elements": ["C", "O", "C", "O", "O", "C", "H", "H", "H", "H", "H", "H", "C", "O", "C", "O", "O", "C", "H", "H", "H", "H", "H", "H", "C", "O", "C", "O", "O", "C", "H", "H", "H", "H", "H", "H", "C", "O", "C", "O", "O", "C", "H", "H", "H", "H", "H", "H", "C", "O", "C", "O", "O", "C", "H", "H", "H", "H", "H", "H", "C", "O", "C", "O", "O", "C", "H", "H", "H", "H", "H", "H", "C", "O", "C", "O", "O", "C", "H", "H", "H", "H", "H", "H", "C", "O", "C", "O", "O", "C", "H", "H", "H", "H", "H", "H", "C", "O", "C", "O", "O", "C", "H", "H", "H", "H", "H", "H", "C", "O", "C", "O", "O", "C", "H", "H", "H", "H", "H", "H", "C", "O", "C", "O", "O", "C", "H", "H", "H", "H", "H", "H", "C", "O", "C", "O", "O", "C", "H", "H", "H", "H", "H", "H", "C", "O", "C", "O", "O", "C", "H", "H", "H", "H", "H", "H", "C", "O", "C", "O", "O", "C", "H", "H", "H", "H", "H", "H"], "positions_angstrom": [[20.01452, 4.87086, -2.96371], [19.88795, 6.27379, -3.06554], [18.67180, 6.85310, -3.00396], [18.49263, 8.05005, -3.01113], [17.71011, 5.94117, -3.13720], [16.33554, 6.26454, -2.98128], [20.01066, 4.38696, -3.94022], [19.32169, 4.36924, -2.28879], [21.00156, 4.68179, -2.53831], [15.78265, 5.38868, -2.65260], [15.97380, 6.55154, -3.97056], [16.06410, 7.08459, -2.31529], [16.87470, 10.61858, -3.86149], [15.96664, 11.69831, -3.98162], [15.66550, 12.15645, -5.17087], [16.06373, 11.73520, -6.23707], [14.86484, 13.22010, -4.99799], [14.42159, 13.93978, -6.16732], [17.76594, 10.98611, -4.37439], [16.52170, 9.69031, -4.30700], [17.21748, 10.43103, -2.84642], [15.26224, 14.42830, -6.65796], [13.73840, 14.74525, -5.90426], [13.89278, 13.21878, -6.78814], [23.33966, 8.09969, 4.73696], [24.53635, 8.11457, 5.48521], [25.54227, 8.82209, 5.04154], [25.50392, 9.63013, 4.13704], [26.61167, 8.43040, 5.75774], [27.88166, 9.04734, 5.67140], [22.44193, 7.91823, 5.32751], [23.37465, 7.25449, 4.04901], [23.11110, 9.00264, 4.17211], [28.68327, 8.57998, 6.23830], [27.75604, 10.08090, 5.99669], [28.26491, 9.07880, 4.65107], [23.09142, 12.33138, 0.30173], [24.45764, 12.46379, 0.57166], [25.38644, 11.52658, 0.61836], [25.22571, 10.34361, 0.45069], [26.54131, 12.13345, 0.98339], [27.73170, 11.35828, 0.94380], [22.49038, 13.10565, 0.77964], [22.66866, 11.47251, 0.82712], [22.92862, 12.29026, -0.77308], [27.54575, 10.28572, 0.99839], [28.31310, 11.53285, 1.85002], [28.36118, 11.53950, 0.07430], [18.37215, 8.76112, 0.45597], [19.62722, 8.12044, 0.62055], [20.76589, 8.79429, 0.58779], [20.84332, 9.96689, 0.26848], [21.72005, 7.91543, 0.96390], [23.06564, 8.37643, 1.17523], [17.61571, 8.11704, 0.90084], [18.10369, 9.00081, -0.57201], [18.26759, 9.70494, 0.99404], [23.11397, 9.25133, 1.82155], [23.50341, 8.61013, 0.20726], [23.55999, 7.52203, 1.63221], [14.17517, 3.94650, 0.10078], [15.26920, 4.43326, 0.86522], [16.49828, 4.42652, 0.37325], [16.75437, 4.19332, -0.77230], [17.36210, 4.72032, 1.34341], [18.77139, 4.83124, 1.07694], [14.27161, 2.90706, -0.21851], [14.02087, 4.57605, -0.77382], [13.28715, 3.88648, 0.72742], [19.05044, 4.44757, 0.09464], [19.35147, 4.30068, 1.82632], [18.95159, 5.90434, 1.01783], [25.29183, 4.79813, 1.69762], [25.34782, 4.10984, 2.94015], [24.39683, 4.38336, 3.83366], [23.43287, 5.08979, 3.66441], [24.75343, 3.82136, 5.01916], [24.02589, 4.10096, 6.18610], [25.12030, 5.86422, 1.83627], [24.41213, 4.41118, 1.18191], [26.16486, 4.53341, 1.10836], [24.18827, 3.34843, 6.95655], [22.95917, 4.08343, 5.95574], [24.28679, 5.04968, 6.65757], [25.83973, 5.61532, -3.12487], [25.06865, 5.97741, -1.98406], [23.81409, 5.54714, -1.92312], [23.17594, 5.06077, -2.81474], [23.37440, 5.65554, -0.66312], [22.09709, 5.19788, -0.24066], [26.05646, 4.54639, -3.13411], [26.78894, 6.14413, -3.14645], [25.29550, 5.86644, -4.03504], [21.25644, 5.75110, -0.66153], [21.98429, 5.18408, 0.83987], [21.99186, 4.19930, -0.67222], [16.52676, 12.19850, -0.21841], [16.26513, 12.91753, -1.40057], [15.62366, 14.07090, -1.29371], [15.15335, 14.56976, -0.29156], [15.74356, 14.72672, -2.45749], [15.18668, 16.02468, -2.54218], [15.58506, 11.75895, 0.11784], [16.88863, 12.75304, 0.64888], [17.21481, 11.38156, -0.42037], [15.58416, 16.42998, -3.47057], [15.59215, 16.63451, -1.73367], [14.09993, 15.97437, -2.49770], [19.86021, 11.18861, 3.16132], [19.56198, 12.40969, 3.83694], [19.09568, 13.43687, 3.12786], [18.90206, 13.56038, 1.93444], [19.00000, 14.42001, 4.01867], [18.32310, 15.60121, 3.66838], [20.67574, 11.42319, 2.47624], [19.00789, 10.85707, 2.56992], [20.12555, 10.38298, 3.84161], [18.40963, 16.38702, 4.41576], [17.27821, 15.45099, 3.40254], [18.84227, 15.99340, 2.78910], [29.80496, 5.82499, -1.16513], [29.67700, 6.19645, 0.18946], [28.79765, 7.14061, 0.52076], [28.38960, 8.08208, -0.13898], [28.34505, 6.86253, 1.73153], [27.48031, 7.76816, 2.41536], [28.87723, 5.56404, -1.67079], [30.46345, 4.95874, -1.22169], [30.32774, 6.55996, -1.78021], [27.36588, 7.32503, 3.40400], [26.49417, 7.84386, 1.96026], [27.96819, 8.73162, 2.54649], [14.31102, 14.71564, 3.03529], [14.24526, 13.27117, 3.11569], [15.33974, 12.61278, 3.48771], [16.39072, 13.03678, 3.93116], [15.15027, 11.33213, 3.11494], [16.28802, 10.52782, 2.90526], [14.05930, 15.18564, 3.98724], [13.57101, 15.01040, 2.29779], [15.33429, 15.01592, 2.82052], [15.99912, 9.65586, 2.32747], [16.87143, 10.20506, 3.77138], [17.03664, 11.13121, 2.38635], [14.36353, 7.87403, 1.66693], [13.58674, 8.72542, 0.79021], [14.23185, 9.28558, -0.28257], [15.44676, 9.22867, -0.46828], [13.31542, 9.85565, -1.07097], [13.70751, 10.25589, -2.37096], [15.40189, 7.67499, 1.40702], [13.92942, 6.87739, 1.71184], [14.25847, 8.35328, 2.63831], [12.80424, 10.53146, -2.91172], [14.15257, 9.40550, -2.88990], [14.39518, 11.09926, -2.34807], [23.68688, 12.25941, 3.82066], [22.58728, 13.15127, 3.87844], [22.74463, 14.29605, 4.55362], [23.73020, 14.68139, 5.15247], [21.55616, 14.91565, 4.57327], [21.50290, 16.12994, 5.32118], [23.96823, 11.83990, 4.78826], [24.60510, 12.73580, 3.47726], [23.37088, 11.43513, 3.18524], [22.38448, 16.72861, 5.09561], [21.37413, 15.94082, 6.38551], [20.66348, 16.73978, 4.99104]], "atomic_forces_ev_per_a": [[0.90, -1.28, 0.35], [-0.71, 1.04, 0.57], [-0.26, 0.40, -1.31], [0.39, -0.76, 0.57], [0.02, -0.64, 0.96], [-0.82, 0.58, -0.89], [-0.32, 0.17, -0.08], [-0.49, 0.40, -0.20], [-0.11, 0.26, -0.38], [0.47, -0.21, -0.04], [-0.14, 0.00, -0.01], [0.78, 0.11, 0.23], [1.57, 0.17, -0.94], [-0.93, -0.08, 1.35], [0.36, 0.33, -1.36], [-0.36, 0.20, 0.60], [-0.40, 0.56, 0.22], [0.25, -0.62, 0.01], [0.17, -0.67, -0.23], [-0.13, 0.15, -0.07], [-0.81, 0.35, 0.25], [0.09, -0.42, -0.24], [-0.04, -0.31, 0.66], [0.20, 0.26, -0.44], [-1.24, -0.35, -1.24], [-0.82, -0.43, 0.92], [1.06, 0.72, -0.83], [0.44, -0.40, 0.64], [-0.06, -0.92, 0.46], [0.09, 1.67, -1.03], [0.54, 0.00, 0.78], [0.14, 0.17, -0.08], [0.62, 0.21, 0.13], [-0.77, -0.55, 0.49], [0.29, 0.04, 0.07], [-0.31, 0.00, -0.11], [-1.08, -1.40, 0.44], [1.20, 1.80, 0.47], [-0.24, -0.48, 0.47], [0.12, 0.28, -0.16], [-0.33, -0.04, -0.49], [0.44, -1.17, 0.69], [0.73, 0.74, -0.30], [0.25, -0.55, -0.63], [-0.20, -0.11, 0.10], [-0.44, 0.08, -0.42], [-0.11, 0.62, -0.04], [-0.32, 0.35, -0.13], [-0.72, 0.88, 0.05], [-0.50, -0.88, 0.22], [0.11, 0.95, -0.37], [0.63, -1.31, 0.64], [-0.70, 0.79, 0.10], [-0.16, 0.02, -0.66], [0.17, -0.33, -0.25], [0.33, -0.44, -0.17], [0.59, 0.01, 0.11], [-0.12, -0.03, -0.02], [0.19, 0.07, 0.17], [0.08, 0.14, -0.01], [-0.18, -0.47, -0.62], [-0.47, 0.01, 1.46], [0.23, -0.19, -0.31], [0.47, -0.21, -0.62], [-0.36, -0.36, 0.51], [-0.27, 0.61, -1.15], [0.72, 0.08, -0.17], [-0.14, -0.01, 0.04], [0.19, 0.73, 0.26], [-0.36, -0.29, -0.01], [-0.30, 0.21, 0.28], [0.51, -0.12, 0.45], [-1.44, -0.44, -0.44], [0.34, -0.28, 1.02], [0.50, 0.47, 1.06], [0.06, -0.37, -0.19], [0.86, -0.30, -1.27], [-1.39, 0.28, 0.52], [0.40, 0.01, -0.01], [0.08, 0.18, -0.25], [0.18, 0.23, 0.36], [0.40, -0.33, -0.47], [-0.02, 0.22, 0.09], [0.11, 0.21, -0.45], [-0.33, -0.23, -0.91], [0.45, 0.30, 0.72], [-0.76, -0.81, 0.40], [0.08, -0.05, -0.45], [0.97, 1.28, 0.89], [-0.72, -1.04, -1.54], [-0.18, -0.05, 0.13], [-0.20, 0.30, 0.52], [-0.02, -0.07, 0.01], [0.34, 0.51, 0.00], [0.67, 0.18, -0.01], [-0.12, -0.25, 0.43], [-0.98, -0.87, 1.39], [0.30, 0.34, -0.49], [0.77, 1.57, 0.57], [-0.14, -0.78, -0.39], [0.04, -1.12, -0.16], [0.48, 0.15, 0.38], [0.02, -0.16, 0.01], [0.28, 0.63, -0.52], [0.02, 0.22, -0.41], [-0.40, -0.06, -0.13], [-0.31, 0.05, 0.11], [0.03, 0.21, -0.11], [0.10, 0.72, -1.14], [-0.35, -0.88, 0.22], [0.45, 1.01, -0.19], [-0.01, -0.89, 0.90], [-0.78, -0.02, 1.18], [0.47, 0.68, -1.70], [0.06, -0.47, -0.08], [0.07, 0.09, -0.02], [0.06, 0.47, 0.44], [0.08, -0.59, 0.52], [0.07, -0.27, 0.19], [-0.29, 0.18, -0.18], [0.90, -0.02, -1.23], [-0.11, -0.25, 0.16], [-1.57, 1.42, -0.64], [0.97, -1.15, 0.21], [0.41, -0.72, 0.63], [0.15, -0.12, 0.31], [-0.31, 0.15, 0.39], [-0.18, -0.13, 0.48], [-0.27, 0.44, 0.25], [-0.02, -0.06, -0.05], [0.20, 0.25, -0.31], [-0.23, 0.11, -0.31], [0.28, -0.22, 0.71], [0.05, 0.41, 0.41], [1.22, -0.13, -0.90], [-1.36, -0.04, -0.24], [-0.74, -0.18, 0.52], [1.46, 0.40, -0.14], [-0.15, -0.30, 0.15], [0.32, -0.07, -0.19], [-0.20, 0.01, -0.51], [-0.11, 0.27, -0.05], [-0.72, 0.04, 0.59], [-0.20, -0.09, -0.49], [-0.48, 0.05, 0.39], [1.01, 0.12, -1.35], [0.96, -0.71, 0.41], [-2.05, 0.09, 0.02], [0.02, -0.57, 1.27], [0.41, 0.06, -0.59], [-0.01, 0.72, -0.35], [-0.51, 0.13, -0.15], [0.31, -0.25, 0.12], [-0.06, 0.06, 0.26], [0.21, 0.11, 0.00], [0.03, -0.10, 0.03], [0.83, -0.34, 0.37], [-0.12, 0.58, 0.01], [0.13, 0.17, 1.33], [-0.55, -0.62, -0.92], [0.20, 0.00, -0.33], [0.22, 0.54, -0.29], [-0.45, 0.12, 0.22], [-0.22, 0.09, -0.44], [0.14, 0.15, -0.16], [0.17, -0.13, 0.42], [0.30, -0.11, -0.01], [-0.23, -0.50, -0.24]], "mulliken_charge": [-0.270, -0.241, 0.846, -0.573, -0.321, -0.600, 0.349, 0.074, 0.012, 0.302, 0.353, 0.070, -0.797, 0.074, 0.593, -0.587, -0.215, -0.774, 0.562, 0.366, -0.058, 0.315, 0.224, 0.323, 0.332, -0.345, 0.641, -0.273, -0.347, -0.512, 0.361, -0.136, -0.238, 0.245, 0.302, 0.158, -0.287, -0.392, 0.691, -0.451, -0.338, -0.312, 0.259, -0.069, 0.368, -0.094, 0.301, 0.300, 1.590, -0.549, 0.468, -0.638, -0.498, 1.234, -0.253, 0.193, -0.905, -0.565, 0.704, -0.942, -0.738, -0.371, 0.878, -0.567, -0.375, -0.190, 0.384, 0.271, 0.266, 0.202, 0.338, 0.015, 0.068, -0.393, 0.751, -0.526, -0.388, -0.583, -0.268, 0.182, 0.289, 0.269, 0.271, 0.224, -0.823, -0.098, 0.518, -0.625, -0.092, -0.785, 0.341, 0.217, 0.326, -0.070, 0.310, 0.874, -0.526, -0.148, 0.670, -0.565, -0.267, -0.794, 0.221, 0.457, -0.108, 0.232, 0.353, 0.304, 0.271, -0.359, 1.109, -0.693, -0.281, -0.278, 0.090, -0.656, 0.462, 0.260, -0.193, 0.380, -0.546, -0.341, 0.789, -0.577, -0.474, -0.271, 0.134, 0.286, 0.317, 0.275, 0.139, 0.174, -0.368, -0.326, 0.734, -0.529, -0.371, 1.589, 0.304, 0.237, -0.121, -0.670, 0.518, -1.196, -0.513, -0.413, 0.538, 0.271, -0.414, -0.293, -0.022, 0.355, 0.317, 0.281, 0.205, -0.031, -0.140, 0.158, 0.482, -0.606, -0.124, -0.842, 0.506, 0.416, -0.806, 0.379, 0.289, 0.221]}